(1)
{"formula": "C4H13NO3", "method": "wB97M-V/def2-TZVPD", "species": ["N", "C", "C", "C", "C", "O", "H", "H", "H", "H", "H", "H", "H", "H", "H", "H", "H", "O", "H", "H", "O"], "xyz": [[0.01339, -2.49431, 0.89713], [0.33998, -1.73347, -0.18079], [-0.72975, -1.01839, -1.00004], [-1.92286, -1.98168, -1.34629], [-0.98505, 0.32037, -0.33969], [1.49481, -1.35150, -0.34132], [-0.94130, -2.59253, 1.19163], [0.76738, -2.46379, 1.57390], [-0.15582, -0.64686, -1.90697], [-2.61451, -1.71785, -2.12497], [-1.57473, -3.00565, -1.62821], [-2.48301, -1.90670, -0.39770], [-1.36428, 0.32126, 0.67201], [-1.54198, 1.10279, -0.83668], [0.00855, 0.84306, -0.46723], [1.35645, 3.38343, 2.56892], [0.63956, 4.11180, 1.39501], [1.48563, 3.77073, 1.69818], [3.31865, 2.10226, -0.16050], [2.51480, 2.89066, 0.64113], [2.37410, 2.06637, 0.09249]], "forces_ev_per_a": [[1.6, 1.3, -1.6], [-1.9, -0.4, 2.9], [-0.1, 0.6, -3.8], [1.1, -0.4, 1.6], [1.9, 1.4, 0.4], [0.7, -0.1, -0.7], [-0.2, 0.0, 0.0], [-0.4, -0.7, 0.4], [-0.8, -1.0, 0.5], [0.2, 0.9, -0.5], [-0.3, 0.7, 0.7], [-0.2, -0.9, -0.4], [0.2, -0.3, 0.4], [-0.9, -0.7, -1.0], [-0.7, -0.4, 1.2], [-0.1, 0.1, 0.0], [0.0, 0.0, 0.1], [-0.1, 0.6, 0.5], [-0.4, -1.1, -0.8], [-1.7, -1.0, -0.2], [2.3, 1.3, 0.3]], "lowdin_spin": [0.043, 0.093, 0.086, 0.030, 0.009, 0.719, 0.002, 0.002, 0.000, 0.006, 0.002, 0.001, 0.000, 0.005, 0.002, 0.000, 0.000, 0.000, 0.000, 0.000, 0.000], "charge": 1, "homo_energy_ev": [-13.7, -13.7], "multiplicity": 2, "largest_force_ev_per_a": 3.8, "gap_ev": [9.565, 4.877], "s2": 0.76}

---

(2)
{"formula": "C4H13NO3Si2", "method": "wB97M-V/def2-TZVPD", "species": ["C", "C", "C", "C", "Si", "O", "Si", "O", "N", "O", "H", "H", "H", "H", "H", "H", "H", "H", "H", "H", "H", "H", "H"], "xyz": [[3.92688, 0.28315, -0.45780], [2.62353, -0.56276, -0.19538], [1.44822, 0.30844, 0.37882], [0.20658, -0.64519, 0.54967], [-1.45562, 0.20652, 0.23539], [-2.66010, -0.95199, 0.65191], [-3.95067, -1.03085, -0.47704], [-1.66519, 1.52167, 1.36947], [-2.13377, 2.66221, 0.78593], [-3.10775, 2.47844, 0.14147], [4.74909, -0.14986, 0.13510], [3.74344, 1.33699, -0.18901], [4.17995, 0.24551, -1.53329], [2.30765, -1.14641, -1.07782], [2.87198, -1.27504, 0.61628], [1.80154, 0.62037, 1.37901], [1.25743, 1.18989, -0.25710], [0.30481, -1.50236, -0.13886], [0.19224, -0.96080, 1.61130], [-1.61374, 0.72303, -1.12317], [-4.11560, -2.45300, -0.84257], [-5.21655, -0.60390, 0.15699], [-3.69437, -0.29407, -1.71930]], "forces_ev_per_a": [[-0.8, -0.6, -0.3], [0.4, 0.8, 0.7], [0.5, -1.5, -0.2], [-0.2, 1.5, 0.4], [-0.4, -1.9, 2.1], [0.2, 1.7, -2.3], [0.2, -0.9, 1.2], [1.0, -1.1, -1.0], [-0.9, 0.7, 0.1], [0.3, 0.1, -0.1], [-0.2, 0.5, -0.4], [0.3, -0.4, 0.0], [0.1, 0.1, 0.6], [0.1, 0.4, 0.3], [-0.3, 0.0, -0.6], [-0.4, 0.3, -0.5], [0.1, -0.3, 0.2], [-0.2, 0.2, 0.5], [-0.1, -0.3, -0.7], [0.0, 0.2, 0.0], [0.1, 0.0, 0.0], [0.2, 0.2, 0.0], [0.1, 0.2, 0.0]], "lowdin_charge": [-0.107, -0.267, -0.267, -0.249, 0.487, -0.431, 0.536, -0.187, -0.096, -0.001, 0.065, 0.065, 0.066, 0.099, 0.104, 0.112, 0.099, 0.077, 0.089, 0.014, -0.074, -0.064, -0.068], "charge": 0, "homo_energy_ev": -10.5, "largest_force_ev_per_a": 2.8, "gap_ev": 10.537}

---

(3)
{"formula": "C4H13NOP", "method": "wB97M-V/def2-TZVPD", "species": ["C", "N", "C", "P", "C", "C", "O", "H", "H", "H", "H", "H", "H", "H", "H", "H", "H", "H", "H", "H"], "xyz": [[-1.17747, 0.87543, 2.32643], [-1.41964, 1.67671, 1.18734], [-0.85555, 1.38873, 0.08934], [0.73870, 0.02984, -0.75118], [2.11648, -0.99651, -1.20209], [-0.75489, -0.97623, -1.19114], [1.19867, 0.31987, 0.80696], [-2.13842, 0.64009, 2.83989], [-0.95104, -0.18677, 2.18331], [-0.62442, 1.44445, 3.06642], [-2.07790, 2.37330, 1.45952], [-1.30636, 2.02947, -0.77217], [0.87847, 0.97322, -1.77030], [1.90636, -1.37850, -2.19250], [3.07750, -0.72365, -0.85650], [1.89821, -1.94838, -0.65752], [-1.24259, -1.25033, -0.27422], [-1.42126, -0.19581, -1.54433], [-0.60316, -1.73857, -1.91872], [1.79744, -0.16684, 1.37929]], "forces_ev_per_a": [[-1.6, -1.7, 3.0], [0.7, -1.6, 0.5], [-0.9, 1.8, -3.8], [-0.8, -0.1, 1.9], [-1.9, -2.6, 0.8], [0.7, 1.9, 0.6], [-0.7, 0.6, -0.5], [0.1, 0.9, -0.3], [1.2, 0.7, -0.6], [0.6, -0.5, 0.0], [-0.7, 1.1, -1.0], [0.9, -0.6, 1.3], [-0.2, 0.6, 0.4], [0.9, 0.5, -0.7], [1.1, 0.6, -0.5], [0.2, 0.4, 0.1], [0.1, -0.8, 0.4], [-0.2, -0.1, -0.7], [0.1, -0.7, -0.3], [0.5, -0.5, -0.7]], "lowdin_charge": [-0.085, -0.048, -0.057, 0.741, -0.221, -0.166, -0.248, 0.114, 0.098, 0.108, 0.158, 0.119, 0.062, 0.060, 0.048, 0.075, 0.052, 0.037, 0.054, 0.097], "charge": 1, "homo_energy_ev": -13.9, "smiles": "C/[NH+]=C\\[PH](C)(C)O", "largest_force_ev_per_a": 4.3, "gap_ev": 10.568}

---

(4)
{"formula": "C4H13NOS", "method": "wB97M-V/def2-TZVPD", "species": ["N", "C", "C", "C", "C", "S", "H", "H", "H", "H", "H", "H", "H", "H", "H", "H", "H", "O", "H", "H"], "xyz": [[-1.61450, 0.99595, -0.69236], [-0.93235, -0.28890, -0.70475], [-0.79547, -0.97965, 0.66151], [0.18953, -0.24002, 1.54522], [1.69793, -0.33996, 1.13807], [2.15898, -1.98590, 0.57858], [-2.61352, 0.93484, -0.54409], [-1.27684, 1.68376, -0.03213], [0.03893, -0.12857, -1.18110], [-1.43773, -0.89674, -1.45933], [-0.58194, -2.03722, 0.51358], [-1.78695, -0.89175, 1.11843], [0.00752, 0.83578, 1.46619], [0.12673, -0.50686, 2.59663], [1.85944, 0.35358, 0.31793], [2.24525, -0.13907, 2.04888], [3.15183, -2.32771, 1.40085], [0.11199, 1.79664, -2.70312], [-0.76933, 2.10106, -2.44364], [0.22048, 2.06074, -3.62534]], "forces_ev_per_a": [[-0.6, 0.6, -0.1], [0.3, 0.1, -0.4], [-0.8, 0.6, -0.5], [1.2, 0.1, -0.3], [-1.2, -0.3, 0.4], [0.0, -0.8, -0.6], [0.0, -0.3, 0.1], [0.3, -0.3, 0.1], [0.1, 0.1, 0.3], [-0.2, -0.2, 0.4], [0.2, 0.0, 0.2], [0.0, -0.3, 0.1], [-0.3, 0.0, 0.3], [-0.3, -0.2, 0.1], [0.5, 0.1, 0.2], [0.5, 0.5, -0.2], [0.1, 0.3, 0.2], [0.1, 0.3, -0.5], [0.1, -0.4, 0.2], [0.0, 0.0, 0.2]], "lowdin_charge": [-0.019, -0.287, -0.236, -0.271, -0.550, 0.711, 0.073, 0.067, 0.089, 0.116, 0.078, 0.106, 0.095, 0.102, 0.059, 0.065, -0.163, -0.084, 0.014, 0.034], "charge": 0, "homo_energy_ev": -8.8, "smiles": "NCCCCS.O", "largest_force_ev_per_a": 1.3, "gap_ev": 9.715}

---

(5)
{"formula": "C4H13NOS", "method": "wB97M-V/def2-TZVPD", "species": ["C", "N", "C", "C", "C", "S", "H", "H", "H", "H", "H", "H", "H", "H", "H", "H", "H", "O", "H", "H"], "xyz": [[0.40451, 0.08356, -1.01542], [0.55948, 0.50292, 0.37690], [-0.18979, -0.19389, 1.42086], [0.33838, -1.60490, 1.57538], [0.00894, 0.70151, 2.65236], [-0.61463, 0.05648, 4.24593], [0.58181, -0.99578, -1.10197], [1.28181, 0.51270, -1.49952], [-0.56753, 0.24374, -1.49137], [0.72397, 1.49677, 0.40861], [-1.25982, -0.17696, 1.16457], [-0.04676, -2.06647, 2.48382], [1.42662, -1.59618, 1.57587], [-0.04821, -2.20329, 0.74646], [-0.40353, 1.66731, 2.35797], [1.05907, 0.82762, 2.91418], [-1.93017, 0.29963, 4.04286], [-0.56627, 1.00836, -6.66218], [0.35872, 0.87167, -6.88465], [-1.11660, 0.56521, -7.31065]], "forces_ev_per_a": [[0.9, -0.9, 0.8], [0.2, -0.7, -1.0], [0.6, 1.3, 0.0], [-0.7, -0.2, -0.2], [-0.2, -0.5, 0.3], [-0.6, 0.4, -0.4], [-0.1, 0.1, 0.2], [-0.5, 0.3, -0.7], [0.1, 0.5, -0.1], [-0.5, 0.0, 0.6], [-0.1, -0.3, 0.2], [0.1, 0.1, 0.1], [0.0, -0.1, 0.0], [0.3, -0.1, 0.0], [0.0, 0.1, 0.6], [0.2, 0.0, -0.5], [0.3, -0.1, 0.1], [-0.1, 0.3, 0.4], [-0.2, -0.2, -0.2], [0.2, -0.1, -0.2]], "lowdin_charge": [-0.125, -0.127, -0.487, -0.082, -0.536, 0.696, 0.066, 0.079, 0.075, 0.100, 0.135, 0.048, 0.089, 0.070, 0.077, 0.065, -0.144, -0.060, 0.031, 0.029], "charge": 0, "homo_energy_ev": -8.5, "smiles": "CN[C@@H](C)CS.O", "largest_force_ev_per_a": 1.5, "gap_ev": 9.473}